Density functional theory data (the ωB97M-V functional and the def2-TZVPD basis) for 14 unconnected molecules or ions with the total composition C54H149N13O15 in a non-equilibrium geometry.

Geometry as XYZ:
```
231
Properties=species:S:1:pos:R:3:forces:R:3:mulliken_charge:R:1
C -4.742 -5.331 0.847 0.33 0.28 -0.78 -1.057
C -5.618 -4.466 -0.076 1.18 1.16 0.54 0.015
C -5.371 -2.989 0.344 -0.46 -0.73 0.36 0.046
O -6.015 -2.019 -0.486 0.67 -1.48 -0.27 -0.291
C -6.407 -0.863 0.171 0.10 0.48 1.12 -0.806
N -5.371 -4.784 -1.447 -0.02 -0.78 -0.30 -0.609
H -3.661 -5.186 0.666 -0.46 0.07 0.01 -0.141
H -4.954 -6.379 0.735 -0.17 -0.47 -0.32 0.445
H -4.945 -5.105 1.872 -0.06 0.33 0.80 0.426
H -6.624 -4.642 0.177 -1.50 -0.52 0.00 0.436
H -4.297 -2.884 0.462 0.50 0.71 -0.55 -0.351
H -5.737 -2.939 1.372 -0.36 0.33 0.14 0.548
H -6.705 -0.142 -0.591 -0.25 -0.04 0.15 0.289
H -5.564 -0.435 0.740 -0.07 0.09 -0.12 0.219
H -7.208 -1.050 0.931 0.25 0.12 -0.68 0.413
H -4.419 -4.629 -1.678 1.23 -0.04 -0.07 0.037
H -5.837 -4.228 -2.130 -0.88 0.55 -0.08 0.410
C -0.210 7.369 -2.534 -0.47 -0.02 -0.80 -1.663
C -0.327 6.068 -3.301 -0.64 -0.54 0.62 0.483
C -0.943 4.949 -2.405 -0.43 1.27 -0.53 -0.091
O -1.057 3.793 -3.187 -0.28 -0.52 0.10 -0.360
C -1.951 2.812 -2.654 0.63 0.23 1.13 0.078
N -1.113 6.287 -4.550 -0.04 -1.36 0.45 -0.703
H 0.295 8.044 -3.210 0.05 0.58 0.00 0.396
H 0.344 7.328 -1.615 0.25 -0.26 0.45 0.382
H -1.224 7.741 -2.335 0.26 0.08 0.07 0.374
H 0.644 5.694 -3.612 0.33 0.13 -0.09 0.194
H -1.907 5.344 -2.099 -0.86 -0.06 -0.13 0.426
H -0.476 4.791 -1.426 0.78 -0.21 -0.26 -0.245
H -1.749 2.719 -1.530 -0.28 -0.28 -1.39 -0.005
H -1.779 1.888 -3.210 0.09 -0.04 0.35 -0.215
H -3.004 3.080 -2.785 0.03 0.29 0.02 0.326
H -1.905 6.925 -4.473 0.36 0.01 0.53 0.297
H -1.537 5.360 -4.709 0.22 0.57 -0.43 0.323
C 4.576 1.469 7.186 -0.47 -0.23 1.05 -0.943
C 5.532 2.440 6.526 0.17 -0.81 -0.58 0.888
C 4.899 3.183 5.344 -0.20 -0.32 -0.68 -0.931
O 4.765 2.218 4.279 -0.34 0.14 0.47 -0.084
C 4.142 2.711 3.107 -0.85 -0.38 -0.02 -0.366
N 5.956 3.355 7.574 0.07 0.36 -0.03 -0.683
H 3.981 0.798 6.579 0.22 0.11 -0.66 -0.456
H 3.872 2.072 7.762 -0.14 0.01 0.06 0.511
H 5.078 0.821 7.927 0.08 0.30 -0.30 0.376
H 6.345 1.844 6.041 -0.16 0.42 0.41 0.095
H 5.550 3.958 4.960 0.54 0.42 0.13 0.373
H 3.948 3.704 5.560 0.05 -0.55 0.17 0.300
H 4.733 3.491 2.621 0.16 -0.03 -0.06 0.461
H 3.140 3.144 3.333 0.44 -0.22 -0.04 0.263
H 3.978 1.851 2.406 0.35 0.79 0.71 -0.213
H 6.409 2.913 8.374 -0.22 -0.10 -0.45 0.250
H 6.570 4.074 7.228 0.23 0.13 -0.09 0.225
C -0.716 -3.322 -6.850 0.20 1.72 0.09 -1.525
C -0.796 -3.844 -5.451 0.43 -1.04 0.61 0.544
C 0.249 -4.936 -5.236 -0.07 -0.23 0.18 -0.747
O -0.031 -5.771 -4.116 -0.27 -0.22 1.25 -0.209
C -1.280 -6.486 -3.985 0.13 0.94 1.29 -0.689
N -0.671 -2.776 -4.462 0.32 0.42 0.98 0.371
H -1.595 -2.690 -7.058 0.08 -0.65 -0.35 0.322
H -0.524 -4.141 -7.522 -0.46 -0.11 -0.59 0.446
H 0.114 -2.601 -6.967 0.01 -0.41 0.20 0.244
H -1.745 -4.357 -5.297 -0.32 0.25 -0.09 0.181
H 1.201 -4.424 -5.007 -0.17 -0.48 -0.05 -0.026
H 0.390 -5.570 -6.124 -0.14 0.15 0.01 0.456
H -2.172 -5.862 -3.840 0.28 0.44 -0.28 0.128
H -1.302 -7.096 -3.039 0.77 0.41 -1.02 0.190
H -1.450 -7.086 -4.834 -0.16 -1.00 -1.03 0.460
H -0.525 -3.114 -3.491 -0.38 -0.15 -0.77 -0.632
H 0.195 -2.247 -4.629 -0.43 0.06 -0.33 0.199
C -2.111 0.838 3.739 -0.74 -0.98 -0.68 1.077
C -2.103 1.415 5.118 0.46 0.93 -0.27 -0.169
C -1.151 2.656 5.144 0.23 -1.52 1.75 -0.527
O 0.149 2.400 4.586 -0.73 -0.18 0.13 0.083
C 0.965 1.555 5.363 0.16 -0.50 0.71 -0.170
N -3.443 1.819 5.553 0.33 1.23 -0.83 -0.668
H -2.466 1.613 3.048 -0.24 -0.18 -0.04 -0.516
H -2.816 -0.048 3.734 0.81 0.85 -0.35 0.313
H -1.122 0.567 3.363 -0.07 -0.23 0.17 -0.876
H -1.722 0.697 5.821 0.13 -0.43 0.46 0.644
H -1.076 2.914 6.227 0.16 0.24 -0.65 0.347
H -1.604 3.461 4.611 -0.13 0.65 -0.59 -0.302
H 1.359 2.070 6.253 -0.15 0.01 -0.12 0.404
H 1.808 1.212 4.779 0.34 0.38 -0.44 -0.428
H 0.536 0.590 5.710 -0.48 0.60 -0.19 0.279
H -4.022 1.026 5.799 -0.06 0.10 -0.31 0.315
H -3.847 2.371 4.759 0.03 -0.89 1.18 0.248
C -3.181 6.622 1.568 -1.12 -0.26 -1.35 -1.181
C -2.061 6.402 2.545 0.25 1.35 -0.19 0.910
C -0.885 5.528 2.153 1.11 0.06 0.08 -1.074
O -1.261 4.220 1.887 -1.58 -0.47 0.10 0.623
C -0.227 3.389 1.478 1.92 0.25 0.69 -0.384
N -1.475 7.792 2.611 0.28 -0.79 1.55 -0.676
H -4.072 7.060 2.034 0.32 0.13 0.34 0.404
H -3.592 5.704 1.138 0.33 0.02 -0.17 -0.022
H -2.906 7.346 0.754 0.03 -0.92 0.64 0.346
H -2.459 5.932 3.474 0.14 0.72 -0.18 0.024
H -0.178 5.493 3.031 -0.30 0.31 -0.60 0.206
H -0.327 5.934 1.285 -0.26 0.13 0.25 0.310
H 0.201 3.757 0.527 -0.28 -0.43 -0.06 0.420
H -0.578 2.350 1.442 0.15 0.36 -0.20 -0.395
H 0.643 3.459 2.215 -0.99 -0.32 -0.62 0.068
H -2.162 8.480 2.951 0.46 -0.61 -0.11 0.267
H -0.691 7.761 3.277 -0.45 0.42 -0.23 0.237
C -7.101 3.811 -2.558 0.73 -0.22 0.30 -1.603
C -7.317 2.757 -1.470 2.38 -0.29 -0.18 1.168
C -6.810 3.257 -0.083 -1.75 0.25 -0.03 -0.614
O -5.522 3.811 -0.058 -0.21 -0.38 -0.04 -0.290
C -4.666 3.052 0.762 0.11 0.66 1.00 -0.173
N -8.661 2.225 -1.486 -0.69 0.56 0.63 -0.614
H -7.611 4.724 -2.301 -0.96 0.30 -0.25 0.446
H -7.312 3.412 -3.558 -0.27 0.32 0.31 0.411
H -6.070 4.177 -2.551 0.15 -0.52 0.01 0.273
H -6.586 1.923 -1.691 -0.79 0.48 -0.08 -0.332
H -6.876 2.422 0.616 0.07 -0.33 -0.01 0.248
H -7.542 3.978 0.333 0.24 0.14 -0.33 0.215
H -3.796 3.654 0.983 0.14 0.24 0.31 -0.545
H -4.283 2.186 0.301 0.25 -1.30 -1.01 0.436
H -5.153 2.703 1.697 0.16 0.50 -0.27 0.373
H -9.348 2.994 -1.559 0.54 -0.51 0.02 0.278
H -8.860 1.770 -0.591 0.00 -0.01 -0.37 0.282
C 0.653 -6.965 -0.488 -1.03 -0.41 0.66 -1.626
C -0.375 -5.847 -0.209 0.22 0.34 -0.58 0.694
C -0.391 -5.343 1.252 1.02 -1.33 -0.73 -0.807
O -1.477 -4.488 1.451 -0.07 0.73 -0.83 0.295
C -1.598 -3.947 2.742 1.21 -0.96 0.14 -0.870
N 0.055 -4.711 -1.061 -1.15 0.02 0.06 1.053
H 1.615 -6.645 -0.144 0.71 0.30 0.09 0.290
H 0.718 -7.196 -1.566 -0.16 0.10 0.49 0.303
H 0.407 -7.877 0.088 0.00 0.25 -0.43 0.437
H -1.394 -6.180 -0.496 0.30 -0.01 0.28 0.418
H 0.651 -4.958 1.425 -1.12 0.26 0.31 0.091
H -0.548 -6.191 1.911 0.22 -0.49 0.32 0.525
H -1.639 -4.774 3.499 -0.02 0.81 -0.37 0.249
H -2.472 -3.354 2.719 -1.19 0.43 0.27 0.204
H -0.765 -3.260 2.927 0.16 -0.29 0.42 0.181
H 0.134 -5.043 -2.021 -0.01 0.13 -0.01 -0.501
H -0.682 -3.993 -1.040 0.55 -0.16 -0.23 -0.858
C 6.864 -0.511 -2.069 -0.47 1.45 -1.89 -0.870
C 5.975 0.674 -2.661 1.08 -0.53 1.06 0.781
C 5.060 1.238 -1.501 1.53 -1.71 -1.63 -1.112
O 4.189 0.230 -1.084 -0.38 -0.25 0.19 0.521
C 3.223 0.571 -0.096 0.19 -0.21 0.84 0.949
N 6.879 1.671 -3.249 -0.23 -1.49 0.37 -0.616
H 6.246 -0.945 -1.313 0.26 -0.56 0.84 -0.147
H 7.859 -0.126 -1.790 -0.62 -0.02 0.55 0.480
H 7.092 -1.245 -2.843 -0.22 -0.05 0.04 0.242
H 5.320 0.342 -3.477 0.07 -0.21 0.26 -0.011
H 4.558 2.030 -1.957 -1.22 1.73 -0.38 0.430
H 5.746 1.612 -0.772 0.33 0.26 1.17 0.075
H 2.845 1.624 -0.225 0.01 -1.02 -0.05 0.549
H 3.673 0.494 0.934 -0.18 0.16 -0.84 -1.412
H 2.420 -0.214 -0.102 0.63 1.08 -0.36 -0.582
H 6.372 2.418 -3.644 -0.34 1.15 -0.39 0.239
H 7.621 1.963 -2.635 -0.10 0.22 0.16 0.250
C 4.759 -3.258 0.299 0.60 -0.24 -0.62 -1.744
C 3.519 -3.487 -0.558 0.63 2.01 1.12 2.911
C 3.849 -4.431 -1.660 1.16 -0.37 -1.37 -0.989
O 5.045 -4.111 -2.428 -0.45 1.01 0.04 -0.476
C 4.859 -2.949 -3.255 -0.40 -1.27 -1.23 0.190
N 2.524 -4.067 0.325 -0.25 -0.39 -0.25 -0.052
H 5.604 -2.930 -0.309 -0.08 0.24 -0.01 0.376
H 5.095 -4.186 0.759 -0.20 -0.19 0.17 0.455
H 4.557 -2.529 1.062 -0.06 0.35 0.42 0.122
H 3.265 -2.440 -0.945 -0.13 -1.19 0.09 -1.255
H 3.061 -4.518 -2.405 -0.52 -0.24 0.12 0.336
H 4.096 -5.395 -1.218 -0.27 -0.17 -0.02 0.327
H 5.698 -2.856 -4.009 -0.82 -0.22 1.11 0.355
H 4.716 -2.039 -2.706 0.29 0.56 0.55 -0.296
H 3.905 -3.074 -3.831 0.55 -0.03 0.12 -0.038
H 1.638 -4.228 -0.150 -0.01 0.11 -0.24 -0.324
H 2.328 -3.506 1.141 0.24 0.30 0.01 0.059
C 1.080 -0.177 -2.911 0.27 -0.44 0.10 2.167
C 1.365 0.694 -4.121 -0.79 -0.48 0.02 0.251
C 2.237 1.913 -3.848 -0.90 0.21 0.66 1.171
O 2.662 2.429 -5.061 0.44 0.99 -1.42 -0.509
C 1.746 3.184 -5.856 1.30 1.63 1.28 -0.497
N 1.839 -0.197 -5.209 0.42 0.87 -0.66 -0.373
H 0.884 0.384 -1.987 0.47 -0.10 -0.20 -0.023
H 1.917 -0.895 -2.824 -0.08 0.43 0.57 -0.210
H 0.204 -0.804 -3.065 -0.19 0.15 -0.14 -1.830
H 0.400 1.110 -4.443 0.10 -0.15 -0.25 0.096
H 3.150 1.684 -3.303 -0.02 -0.27 0.10 -1.034
H 1.648 2.678 -3.248 0.50 -0.74 -0.54 -0.085
H 2.321 3.937 -6.378 0.73 -0.08 -0.43 0.348
H 1.160 3.872 -5.244 -0.79 -0.68 0.25 0.013
H 1.225 2.668 -6.620 -0.91 -1.00 -0.29 0.321
H 2.735 -0.637 -4.973 -0.31 0.19 0.28 0.124
H 2.086 0.400 -6.026 -0.36 -0.62 0.78 0.400
C 2.880 -2.017 6.306 1.73 -0.41 -1.18 -1.658
C 3.251 -1.890 4.809 -0.71 0.60 -0.81 2.175
C 4.700 -1.546 4.438 -0.25 -1.12 1.28 -0.945
O 4.747 -1.260 3.086 0.00 -0.11 -2.05 0.236
C 5.958 -0.638 2.648 0.02 0.61 2.00 -0.600
N 2.814 -3.073 4.093 -0.73 -0.89 -0.01 -0.340
H 1.976 -2.586 6.429 -0.67 0.10 -0.10 0.503
H 2.811 -1.017 6.713 -0.01 -0.10 0.53 0.321
H 3.663 -2.637 6.766 -0.06 0.45 0.37 0.397
H 2.684 -1.014 4.422 0.04 -0.40 0.07 -1.232
H 5.295 -2.450 4.680 0.21 0.37 -0.03 0.269
H 5.037 -0.702 5.011 0.37 0.58 0.48 0.187
H 5.971 0.306 3.181 0.35 0.50 0.08 0.139
H 6.071 -0.396 1.611 -0.81 -0.48 -0.82 -0.122
H 6.853 -1.168 2.965 0.04 -0.50 0.03 0.428
H 2.730 -3.916 4.662 0.21 0.48 -0.19 0.214
H 3.261 -3.303 3.211 0.22 0.35 0.31 0.092
C -2.589 -0.191 0.271 -0.44 0.29 2.17 0.543
C -1.363 -0.842 -0.304 -0.57 0.09 -0.74 1.017
C -0.276 -1.308 0.611 0.64 1.02 0.20 1.028
O 0.465 -0.178 1.097 -0.60 -0.49 0.59 0.277
C 1.189 -0.549 2.271 -1.34 -0.67 -0.49 -0.766
N -1.761 -2.045 -0.945 -0.89 -2.18 -1.02 1.256
H -3.439 -0.170 -0.435 0.68 0.56 -0.04 -0.013
H -2.286 0.774 0.712 -0.63 0.07 -0.41 -0.829
H -3.033 -0.763 1.138 0.70 0.19 -0.62 -0.345
H -0.965 -0.181 -1.064 0.30 0.28 -0.13 -1.301
H 0.388 -1.984 0.050 0.01 0.15 0.08 -0.186
H -0.750 -1.910 1.395 0.23 0.30 0.33 -0.223
H 1.814 0.265 2.569 0.35 0.52 0.19 -0.046
H 1.770 -1.427 2.021 0.52 -0.26 0.28 0.099
H 0.466 -0.832 3.070 0.56 0.21 -0.21 0.572
H -2.596 -1.913 -1.538 0.58 -0.30 0.56 -0.674
H -1.974 -2.721 -0.187 -0.27 0.27 -0.79 -0.422
C -4.431 -1.958 -4.214 -1.59 -0.72 0.96 -0.736
C -3.929 -0.700 -3.603 1.49 -0.30 -1.65 0.713
O -2.556 -0.500 -3.896 0.81 0.52 -0.09 -0.446
O -3.636 -3.055 -3.734 -0.96 0.24 -0.46 -0.259
H -4.617 -1.926 -5.284 0.57 -0.20 -0.35 0.177
H -5.423 -2.091 -3.741 0.21 -0.22 -0.36 0.429
H -4.050 -0.911 -2.575 -0.33 0.64 1.56 -0.722
H -4.406 0.190 -3.999 -0.58 0.05 0.43 0.535
H -2.033 -1.290 -4.154 -0.31 0.26 0.21 0.317
H -2.741 -2.856 -3.997 0.80 -0.20 -0.15 -0.082
```
Forces are in eV/Å.

Its energy above the lowest of the compared OMol25 structures with the same formula, charge and spin is 0.0 kcal per mole. Its spin multiplicity is 1. The orbital gap comes out at 9.038 eV. The net charge is 0.